No. 1
{"formula": "C33H23BF8", "method": "wB97M-V/def2-TZVPD", "elements": ["C", "C", "C", "F", "C", "C", "C", "C", "C", "C", "F", "C", "C", "C", "C", "C", "C", "H", "H", "H", "H", "H", "H", "H", "H", "H", "H", "H", "H", "H", "F", "C", "C", "C", "C", "C", "F", "C", "B", "C", "C", "F", "C", "C", "C", "C", "F", "C", "C", "F", "C", "C", "C", "C", "F", "H", "H", "H", "H", "H", "H", "H", "H", "H", "H"], "positions_angstrom": [[-3.14, -5.52, 1.18], [-2.18, -4.43, 0.86], [-1.40, -4.51, -0.29], [-1.67, -5.53, -1.16], [-0.36, -3.64, -0.59], [0.01, -2.65, 0.38], [1.22, -1.93, 0.25], [1.86, -1.67, -0.99], [1.22, -1.75, -2.26], [1.99, -1.68, -3.41], [1.37, -1.79, -4.62], [3.37, -1.48, -3.42], [4.14, -1.48, -4.69], [3.97, -1.26, -2.18], [3.24, -1.29, -1.00], [-0.91, -2.45, 1.45], [-1.95, -3.33, 1.69], [-3.63, -5.29, 2.12], [-3.91, -5.65, 0.41], [-2.62, -6.47, 1.30], [0.17, -3.74, -1.52], [1.61, -1.42, 1.14], [0.14, -1.89, -2.35], [5.21, -1.43, -4.45], [3.97, -2.39, -5.28], [3.90, -0.62, -5.33], [5.03, -1.05, -2.15], [3.72, -1.06, -0.05], [-0.78, -1.57, 2.08], [-2.61, -3.20, 2.55], [3.98, -5.72, 5.31], [4.58, -5.79, 4.08], [5.05, -7.05, 3.74], [5.76, -7.23, 2.56], [6.02, -6.12, 1.75], [5.56, -4.87, 2.16], [5.98, -3.78, 1.42], [4.76, -4.66, 3.28], [4.27, -3.15, 3.60], [3.48, -3.05, 5.03], [2.11, -2.83, 5.08], [1.40, -2.73, 3.91], [1.40, -2.72, 6.28], [2.09, -2.81, 7.50], [3.46, -3.04, 7.48], [4.12, -3.16, 6.27], [5.45, -3.43, 6.34], [5.58, -2.17, 3.79], [5.37, -0.80, 3.85], [4.08, -0.33, 3.85], [6.39, 0.14, 3.99], [7.71, -0.31, 4.12], [7.95, -1.68, 4.17], [6.89, -2.57, 4.06], [7.19, -3.87, 4.37], [3.55, -2.75, 2.65], [4.83, -7.88, 4.40], [6.10, -8.22, 2.26], [6.56, -6.21, 0.81], [0.34, -2.52, 6.23], [1.54, -2.71, 8.45], [4.03, -3.11, 8.40], [6.15, 1.20, 3.97], [8.54, 0.40, 4.18], [8.96, -2.07, 4.30]], "molar_mass_g_mol": 582.34, "multiplicity": 1, "de_lowest_kj_mol": 259.96, "e_tot_ev": -57007.7265}

No. 2
{"formula": "C33H23Cl2N6OSY", "method": "wB97M-V/def2-TZVPD", "elements": ["Y", "Cl", "C", "C", "C", "C", "O", "C", "C", "N", "C", "C", "C", "C", "C", "C", "C", "C", "N", "C", "C", "H", "H", "H", "H", "H", "H", "H", "H", "H", "H", "N", "C", "C", "C", "C", "C", "C", "S", "N", "C", "C", "C", "C", "C", "C", "N", "H", "H", "H", "H", "H", "H", "H", "H", "H", "Cl", "C", "C", "C", "C", "N", "C", "H", "H", "H", "H"], "positions_angstrom": [[0.37, 0.33, -0.59], [2.96, 1.98, 6.18], [2.55, 1.40, 4.61], [3.08, 0.19, 4.16], [2.76, -0.28, 2.91], [1.90, 0.43, 2.05], [1.67, -0.04, 0.84], [1.35, 1.65, 2.52], [0.42, 2.45, 1.79], [-0.17, 2.14, 0.67], [-1.13, 3.02, 0.10], [-1.79, 4.02, 0.79], [-2.66, 4.91, 0.13], [-2.89, 4.80, -1.21], [-2.29, 3.74, -1.93], [-2.53, 3.55, -3.31], [-1.99, 2.46, -3.95], [-1.23, 1.56, -3.20], [-0.93, 1.73, -1.92], [-1.45, 2.82, -1.27], [1.71, 2.12, 3.80], [3.74, -0.38, 4.80], [3.17, -1.21, 2.54], [0.20, 3.41, 2.26], [-1.65, 4.13, 1.85], [-3.14, 5.68, 0.71], [-3.53, 5.50, -1.72], [-3.15, 4.26, -3.85], [-2.16, 2.28, -5.00], [-0.85, 0.66, -3.68], [1.31, 3.06, 4.15], [-2.13, -3.15, 0.94], [-2.06, -3.25, 2.35], [-2.41, -4.43, 2.98], [-2.28, -4.54, 4.36], [-1.77, -3.48, 5.10], [-1.41, -2.30, 4.46], [-1.59, -2.18, 3.10], [-1.28, -0.63, 2.29], [-1.02, -1.11, 0.67], [-1.44, -2.25, 0.22], [-1.10, -2.56, -1.20], [-1.59, -3.68, -1.86], [-1.17, -3.95, -3.15], [-0.27, -3.09, -3.76], [0.15, -1.99, -3.05], [-0.25, -1.71, -1.80], [-2.43, -3.99, 0.48], [-2.78, -5.26, 2.40], [-2.57, -5.45, 4.85], [-1.65, -3.57, 6.17], [-1.02, -1.46, 5.03], [-2.29, -4.35, -1.38], [-1.54, -4.83, -3.67], [0.10, -3.27, -4.76], [0.86, -1.29, -3.49], [3.51, 1.07, -5.83], [3.58, 0.74, -4.14], [4.77, 0.42, -3.52], [4.75, 0.16, -2.16], [3.54, 0.23, -1.47], [2.38, 0.55, -2.07], [2.42, 0.82, -3.39], [5.69, 0.37, -4.08], [5.65, -0.08, -1.62], [3.50, 0.02, -0.42], [1.50, 1.12, -3.86]], "molar_mass_g_mol": 711.47, "charge": 2, "multiplicity": 1, "de_lowest_kj_mol": 8.13, "e_tot_ev": -82498.1244}

No. 3
{"formula": "C33H23Cl6IMgN3O4", "method": "wB97M-V/def2-TZVPD", "elements": ["Mg", "O", "C", "C", "C", "C", "N", "C", "C", "C", "C", "C", "C", "O", "C", "C", "N", "H", "H", "H", "H", "H", "H", "H", "H", "H", "H", "H", "H", "I", "C", "C", "C", "C", "C", "C", "C", "O", "O", "H", "H", "H", "H", "Cl", "C", "C", "C", "C", "C", "C", "C", "H", "H", "H", "H", "H", "H", "Cl", "C", "C", "C", "Cl", "C", "Cl", "C", "Cl", "C", "Cl", "N", "C", "H"], "positions_angstrom": [[-0.29, 0.18, -0.03], [2.36, -0.49, 6.47], [1.02, -0.08, 6.26], [0.77, 0.16, 4.80], [-0.47, 0.59, 4.36], [-0.70, 0.72, 3.01], [0.24, 0.48, 2.10], [1.46, 0.13, 2.51], [1.76, -0.07, 3.85], [2.45, -0.09, 1.43], [3.81, 0.05, 1.65], [4.69, -0.20, 0.61], [6.18, 0.00, 0.80], [6.98, -0.82, -0.04], [4.17, -0.62, -0.61], [2.79, -0.71, -0.74], [1.95, -0.44, 0.25], [2.49, -0.67, 7.41], [0.81, 0.85, 6.81], [0.32, -0.84, 6.62], [-1.26, 0.81, 5.07], [-1.66, 1.02, 2.61], [2.73, -0.43, 4.17], [4.18, 0.37, 2.62], [6.43, -0.15, 1.86], [6.44, 1.03, 0.55], [6.71, -1.73, 0.08], [4.82, -0.83, -1.44], [2.34, -1.02, -1.68], [-7.26, 3.02, -3.21], [-5.40, 3.00, -2.20], [-5.06, 4.08, -1.41], [-3.84, 4.06, -0.75], [-2.98, 2.97, -0.87], [-3.35, 1.90, -1.67], [-4.56, 1.91, -2.35], [-1.67, 2.96, -0.10], [-1.25, 4.02, 0.36], [-1.11, 1.82, -0.01], [-5.73, 4.92, -1.31], [-3.53, 4.90, -0.13], [-2.70, 1.04, -1.74], [-4.83, 1.07, -2.98], [-1.42, -5.50, -1.21], [-1.95, -4.42, 0.05], [-3.22, -4.50, 0.47], [-3.66, -3.75, 1.63], [-2.80, -2.93, 2.26], [-1.55, -2.53, 1.62], [-0.97, -3.53, 0.67], [0.33, -3.53, 0.37], [-3.91, -5.19, 0.00], [-4.66, -3.93, 2.02], [-3.11, -2.39, 3.15], [-0.80, -2.20, 2.34], [0.74, -4.17, -0.41], [1.02, -2.90, 0.90], [-1.68, -2.14, -2.67], [-0.72, -0.79, -3.17], [-0.09, 0.00, -2.21], [0.68, 1.03, -2.74], [1.49, 2.10, -1.63], [0.86, 1.27, -4.10], [1.87, 2.56, -4.67], [0.20, 0.46, -5.02], [0.38, 0.73, -6.71], [-0.61, -0.57, -4.55], [-1.43, -1.58, -5.68], [-2.98, -0.93, 0.24], [-1.84, -1.19, 0.68], [-3.76, -1.58, 0.44]], "molar_mass_g_mol": 889.49, "charge": -1, "multiplicity": 1, "de_lowest_kj_mol": 0.00, "e_tot_ev": -135937.8395}

No. 4
{"formula": "C33H24AsBrN2O2PdS3", "method": "wB97M-V/def2-TZVPD", "elements": ["Pd", "C", "O", "C", "C", "C", "Br", "C", "C", "C", "O", "C", "N", "C", "C", "C", "C", "C", "C", "N", "H", "H", "H", "H", "H", "H", "H", "H", "H", "H", "H", "S", "C", "S", "S", "C", "C", "C", "C", "C", "C", "As", "C", "C", "C", "C", "C", "C", "C", "C", "C", "C", "C", "C", "H", "H", "H", "H", "H", "H", "H", "H", "H", "H", "H", "H", "H"], "positions_angstrom": [[2.35, 1.44, -1.50], [3.79, 0.43, 2.07], [3.23, -0.64, 1.33], [2.20, -1.33, 1.80], [1.74, -1.35, 3.10], [0.65, -2.14, 3.44], [0.06, -2.17, 5.26], [-0.02, -2.89, 2.51], [0.43, -2.85, 1.17], [1.55, -2.11, 0.81], [2.05, -2.01, -0.40], [-0.33, -3.53, 0.12], [0.12, -3.78, -1.08], [-0.95, -4.34, -1.77], [-1.03, -4.77, -3.09], [-2.24, -5.27, -3.53], [-3.35, -5.35, -2.68], [-3.28, -4.92, -1.36], [-2.06, -4.42, -0.93], [-1.64, -3.90, 0.28], [3.01, 1.14, 2.36], [4.50, 0.90, 1.41], [4.30, 0.05, 2.97], [2.23, -0.74, 3.85], [-0.86, -3.50, 2.80], [1.53, -2.55, -1.01], [-0.18, -4.69, -3.74], [-2.34, -5.61, -4.56], [-4.29, -5.74, -3.06], [-4.15, -4.97, -0.71], [-2.22, -3.66, 1.06], [6.74, 1.73, -3.11], [5.16, 1.60, -2.54], [3.81, 1.26, -3.56], [4.74, 1.75, -0.88], [-2.51, 6.19, -1.03], [-2.63, 5.40, 0.11], [-1.62, 4.50, 0.44], [-0.48, 4.37, -0.36], [-0.38, 5.18, -1.49], [-1.39, 6.07, -1.83], [1.06, 3.09, -0.02], [0.28, 2.24, 1.57], [0.37, 2.68, 2.88], [-0.20, 1.94, 3.91], [-0.85, 0.74, 3.63], [-0.93, 0.28, 2.32], [-0.37, 1.02, 1.28], [-0.40, 0.65, -0.15], [-0.99, -0.47, -0.68], [-0.87, -0.73, -2.06], [-0.23, 0.14, -2.89], [0.32, 1.36, -2.39], [0.24, 1.60, -1.00], [-3.30, 6.89, -1.29], [-3.50, 5.49, 0.74], [-1.73, 3.88, 1.32], [0.51, 5.10, -2.12], [-1.29, 6.68, -2.72], [0.89, 3.60, 3.10], [-0.13, 2.29, 4.94], [-1.27, 0.15, 4.43], [-1.41, -0.67, 2.11], [-1.54, -1.16, -0.04], [-1.31, -1.64, -2.47], [-0.13, -0.08, -3.95], [0.54, 2.16, -3.08]], "molar_mass_g_mol": 838.01, "charge": -2, "multiplicity": 1, "e_tot_ev": -208554.2298}

no.,highest occupied orbital energy (eV)
1,-7.40
2,-12.71
3,-4.27
4,0.33